Entry from the OMol25 dataset: C26H55N2O5P4S3Sn as an isolated structure in a non-equilibrium geometry (the ωB97M-V functional and the def2-TZVPD basis).

The geometry in XYZ format:
```
96
Properties=species:S:1:pos:R:3:lowdin_charge:R:1
Sn 0.4163 0.1325 1.3626 0.62
C 3.1858 -1.7411 0.1517 -0.19
C 3.7168 -1.0743 1.4246 -0.20
N 2.7258 -0.2554 2.1660 -0.20
C 2.8846 -0.4224 3.6369 -0.27
C 2.4622 -1.8606 4.0400 -0.42
S 0.7810 -2.2736 3.4870 0.84
C 0.9281 -3.7136 2.3886 -0.43
C 2.0347 -3.6205 1.3357 -0.27
N 1.9060 -2.4436 0.4765 -0.11
H 3.0359 -1.0103 -0.6899 0.10
H 4.0212 -2.3941 -0.1101 0.11
H 4.2110 -1.7385 2.1351 0.10
H 4.5293 -0.3906 1.1697 0.12
H 2.9574 0.7094 1.9242 0.01
H 3.8653 -0.1780 3.9060 0.10
H 2.2479 0.2042 4.2200 0.06
H 3.1578 -2.6253 3.5755 0.07
H 2.5274 -1.9687 5.1301 0.08
H 1.0065 -4.6203 3.0107 0.08
H 0.0201 -3.7298 1.7924 0.05
H 2.9604 -3.5292 1.9009 0.09
H 1.9821 -4.5173 0.7018 0.13
H 1.3878 -2.6655 -0.3412 0.03
C -5.6825 2.0627 0.7382 -0.29
P -4.1573 1.1901 0.1075 0.90
C -2.9053 2.5653 0.2606 -0.28
C -3.5691 0.1817 1.5538 -0.42
C -3.4139 0.7853 2.7344 -0.13
C -2.7925 0.1363 3.8333 -0.08
C -2.2974 -1.1300 3.6158 -0.15
C -2.5028 -1.7766 2.4224 -0.15
C -3.1327 -1.1511 1.3477 -0.42
P -3.4358 -1.9605 -0.2502 0.85
C -2.7040 -3.5676 -0.0093 -0.34
C -5.2212 -2.2136 0.0105 -0.30
H -5.3787 2.7224 1.5584 0.03
H -6.4935 1.3452 0.9561 0.04
H -6.0819 2.7047 -0.0321 0.02
H -2.6430 2.8150 1.2844 0.03
H -3.2159 3.3977 -0.3082 0.02
H -1.9537 2.1986 -0.2448 0.03
H -3.7235 1.7880 2.9079 0.09
H -2.4999 0.7838 4.6394 0.10
H -1.7042 -1.5427 4.4671 0.09
H -2.0514 -2.7196 2.2088 0.06
H -1.6430 -3.3389 -0.0057 0.01
H -2.8505 -4.2160 -0.8761 0.04
H -2.9196 -4.1598 0.9190 0.06
H -5.4074 -2.7010 0.9842 0.05
H -5.7016 -2.7858 -0.7908 0.03
H -5.7789 -1.2590 0.0105 0.02
C -0.7817 5.7177 -0.7659 -0.07
C 0.0215 4.4751 -0.5873 -0.41
O -0.0019 4.1652 0.7829 -0.39
P 1.4007 3.5246 1.3328 0.40
S 0.1898 1.9219 3.0326 -0.02
S 1.7404 2.0306 -0.1249 0.19
O 2.3899 4.6994 0.8345 -0.39
C 3.7882 4.5205 0.8439 -0.34
C 4.2867 3.8472 2.1009 -0.12
H -1.0322 5.8713 -1.8480 0.09
H -0.3079 6.6826 -0.4577 0.09
H -1.7131 5.6184 -0.1990 0.07
H 0.9940 4.6063 -0.9427 0.07
H -0.3846 3.6412 -1.0813 0.05
H 4.2270 5.5065 0.7715 0.11
H 4.0008 3.8531 -0.0292 0.10
H 3.8912 4.3130 3.0110 0.08
H 5.3919 3.7799 2.0347 0.08
H 3.8508 2.7590 2.2374 0.07
C -1.2420 -3.7088 -5.0997 -0.07
C -1.0372 -2.4875 -4.2693 -0.38
O 0.2968 -2.1437 -4.1135 -0.28
P 0.6642 -1.4415 -2.6558 0.91
O 2.2712 -1.3930 -2.8717 -0.35
C 2.9411 -0.7977 -3.9833 -0.29
C 4.3184 -1.4505 -4.1069 -0.07
O 0.2797 0.1185 -2.9739 -0.30
C -0.9131 0.6221 -2.3550 -0.36
C -1.5166 1.7498 -3.0994 -0.07
H -2.2685 -4.0355 -5.0216 0.08
H -0.5859 -4.5066 -4.7893 0.08
H -1.0513 -3.4948 -6.1281 0.07
H -1.4647 -2.7589 -3.3163 0.08
H -1.6079 -1.6666 -4.6364 0.11
H 3.0522 0.2441 -3.7459 0.11
H 2.3071 -0.8388 -4.8989 0.12
H 4.8251 -1.2550 -3.1162 0.09
H 4.9313 -1.0076 -4.8681 0.06
H 4.2099 -2.5136 -4.2724 0.07
H -0.7494 0.8572 -1.2997 0.02
H -1.6249 -0.2191 -2.2960 0.08
H -1.0067 2.7092 -2.9746 0.07
H -2.5423 1.9267 -2.7624 0.07
H -1.5288 1.5301 -4.1296 0.06
```

Calculated values
2S+1 = 2
F_max = 3.2 eV/Å
HOMO-LUMO gap (alpha / beta) = 7.04 / 6.81 eV
HOMO level (alpha / beta) = -6.614 / -7.267 eV
net charge = 0
⟨S²⟩ = 0.758
relative energy (zero: lowest compared OMol25 entry of this formula, charge and spin) = 130.0 kJ/mol



Entry from the OMol25 dataset: a 3-piece molecular cluster, C26H55N3O10P overall in a non-equilibrium geometry (the ωB97M-V functional and the def2-TZVPD basis).

The geometry in XYZ format:
```
95
Properties=species:S:1:pos:R:3:lowdin_charge:R:1
C 0.0522 -7.3874 5.4739 -0.05
C -1.1816 -6.9784 4.6740 -0.25
O -1.7544 -5.7820 5.2538 -0.19
P -3.2954 -5.5031 5.0082 0.45
O -3.7701 -4.2897 5.6860 -0.24
C -3.5435 -5.3441 3.2155 -0.20
C -2.3846 -4.5461 2.5754 -0.19
C -2.8735 -3.3996 1.6598 -0.12
N -2.3947 -3.5519 0.2787 0.13
C -1.2684 -3.0839 -0.1910 -0.31
N -0.4150 -2.4323 0.6837 0.09
C 1.0330 -2.6364 0.4570 -0.15
C 1.2898 -3.4464 -0.8010 -0.12
C 0.3939 -3.0178 -1.9584 -0.28
C 0.6492 -1.5804 -2.4095 -0.14
C -0.5075 -0.9349 -3.1899 -0.19
C -1.3757 -0.0484 -2.2792 -0.19
C -0.7098 1.3306 -1.9997 -0.19
C -0.4875 1.5622 -0.5047 -0.19
C 0.4895 2.6985 -0.1181 -0.19
C 1.2933 3.3086 -1.2730 -0.19
C 2.1386 4.4708 -0.7700 -0.24
O 3.2377 4.6897 -1.6371 -0.19
C 4.4791 4.7576 -0.9618 -0.10
N -0.9908 -3.2799 -1.5114 0.13
O -3.9841 -6.8489 5.4977 -0.21
C -5.4290 -6.8815 5.4069 -0.27
C -6.0606 -6.6450 6.7572 -0.07
H 0.3062 -6.6051 6.1829 0.08
H -0.1078 -8.3214 6.0047 0.08
H 0.8983 -7.5434 4.8080 0.07
H -1.9140 -7.7827 4.6899 0.11
H -0.9072 -6.7807 3.6379 0.10
H -3.6186 -6.3349 2.7642 0.10
H -4.5005 -4.8455 3.0957 0.09
H -1.7820 -4.0870 3.3548 0.11
H -1.7612 -5.2269 2.0016 0.11
H -3.9575 -3.3860 1.6077 0.12
H -2.5351 -2.4490 2.0508 0.12
H -2.9918 -4.0495 -0.3636 0.17
H -0.6582 -1.4526 0.7653 0.13
H 1.4805 -3.1333 1.3147 0.12
H 1.5029 -1.6563 0.3963 0.12
H 1.0659 -4.4958 -0.5897 0.13
H 2.3418 -3.3922 -1.0654 0.13
H 0.5966 -3.6879 -2.7897 0.15
H 0.9192 -0.9249 -1.5824 0.10
H 1.5272 -1.6082 -3.0564 0.13
H -0.1140 -0.3430 -4.0139 0.12
H -1.1393 -1.6927 -3.6649 0.11
H -2.3728 0.0695 -2.6949 0.11
H -1.4523 -0.5731 -1.3217 0.08
H -1.3912 2.0882 -2.3771 0.11
H 0.2284 1.3452 -2.5473 0.10
H -1.4636 1.8090 -0.0811 0.11
H -0.1774 0.6422 0.0003 0.08
H 1.2177 2.3012 0.5917 0.11
H -0.0255 3.5005 0.4111 0.11
H 0.6157 3.6050 -2.0707 0.10
H 1.9821 2.5574 -1.6627 0.12
H 1.5344 5.3803 -0.7371 0.13
H 2.4998 4.2377 0.2341 0.12
H 4.7168 3.8011 -0.4897 0.09
H 5.2427 5.0436 -1.6781 0.08
H 4.4533 5.5273 -0.1852 0.09
H -1.7039 -2.9062 -2.1252 0.14
H -5.6965 -7.8579 5.0110 0.12
H -5.7988 -6.1274 4.7104 0.11
H -5.8299 -5.6499 7.1252 0.08
H -5.7575 -7.4028 7.4754 0.08
H -7.1426 -6.7228 6.6397 0.08
C 10.3689 6.5026 -2.0667 -0.04
O 9.8096 6.9430 -3.3064 0.01
C 8.4867 6.8405 -3.3803 -0.63
O 7.7616 6.4193 -2.5167 0.11
O 8.1001 7.2843 -4.5727 0.01
C 6.6885 7.2363 -4.7911 -0.04
H 11.4415 6.6449 -2.1534 0.09
H 9.9853 7.0972 -1.2402 0.10
H 10.1503 5.4497 -1.9000 0.10
H 6.1666 7.8581 -4.0664 0.10
H 6.3253 6.2121 -4.7316 0.10
H 6.5256 7.6249 -5.7915 0.09
C -1.3497 5.9907 -3.2704 -0.03
O -2.6071 6.5591 -2.9084 0.02
C -3.5604 5.6588 -2.6826 -0.63
O -3.4255 4.4621 -2.7386 0.11
O -4.6792 6.3044 -2.3779 0.01
C -5.8006 5.4594 -2.1081 -0.03
H -0.6602 6.8171 -3.4123 0.10
H -0.9830 5.3444 -2.4740 0.08
H -1.4332 5.4273 -4.1979 0.10
H -5.5985 4.8158 -1.2541 0.10
H -6.0443 4.8561 -2.9801 0.10
H -6.6283 6.1228 -1.8787 0.10
```

Calculated values
F_max = 1.2 eV/Å
HOMO-LUMO gap = 8.25 eV
HOMO level = -11.231 eV
net charge = +1